[1]
# C2H9NO3

A 3-piece molecular cluster, C2H9NO3 overall at a distorted geometry (ωB97M-V/def2-TZVPD, the Open Molecules 2025 dataset).

Geometry (Å):
C1 0.20 1.43 -0.94
C2 0.08 1.16 0.51
N1 0.28 2.20 1.37
O1 -0.26 0.05 0.89
H1 0.54 2.40 -1.29
H2 -0.83 1.53 -1.35
H3 0.24 0.54 -1.57
H4 0.33 1.99 2.35
H5 0.91 2.92 1.06
O2 0.04 -1.94 -1.85
H6 -0.05 -2.64 -1.22
H7 0.91 -2.05 -2.25
O3 -0.60 -2.85 1.44
H8 -0.44 -2.07 1.98
H9 -1.36 -2.66 0.89

Computed properties:
SMILES string = CC(N)=O.O.O
Net charge = 0
Orbital gap = 10.67 eV
Electronic energy = -362.07553 Ha
Lowest unoccupied orbital energy = 0.770 eV
ΔE to the lowest compared entry with this formula, charge and spin = 24.67 kcal/mol

---

[2]
# C2H9NO4

A 3-piece molecular cluster, C2H9NO4 overall at a distorted geometry (ωB97M-V/def2-TZVPD, the Open Molecules 2025 dataset).

Geometry (Å):
O1 -1.70 -0.86 -1.08
C1 -1.08 0.12 -1.39
N1 -0.70 1.10 -0.50
C2 -0.53 0.83 0.89
O2 0.71 0.18 1.18
H1 -0.71 0.29 -2.41
H2 -0.56 2.00 -0.93
H3 -1.33 0.17 1.23
H4 -0.57 1.73 1.51
H5 0.52 -0.77 1.09
O3 2.73 0.91 -1.30
H6 1.84 1.14 -0.97
H7 3.19 0.76 -0.46
O4 -0.23 -2.53 0.93
H8 -1.02 -2.45 0.37
H9 -0.58 -2.63 1.82

Computed properties:
SMILES string = O=CNCO.O.O
Net charge = 0
Orbital gap = 11.14 eV
Electronic energy = -437.32348 Ha
Lowest unoccupied orbital energy = 0.600 eV
ΔE to the lowest compared entry with this formula, charge and spin = 15.02 kcal/mol

---

[3]
# C2H9NO4

A 3-piece molecular cluster, C2H9NO4 overall at a distorted geometry (ωB97M-V/def2-TZVPD, the Open Molecules 2025 dataset).

Geometry (Å):
O1 1.87 0.74 -0.56
C1 0.81 1.22 -0.95
N1 -0.39 0.95 -0.38
C2 -0.40 0.46 0.97
O2 -0.53 -1.03 1.16
H1 0.80 1.87 -1.86
H2 -1.29 0.73 -0.84
H3 0.44 0.79 1.43
H4 -1.21 0.91 1.42
H5 0.44 -1.35 1.11
O3 -2.57 -0.66 -1.39
H6 -2.17 -1.02 -0.65
H7 -3.24 -0.05 -1.07
O4 2.14 -1.40 0.67
H8 2.21 -0.60 0.09
H9 3.10 -1.55 0.88

Computed properties:
SMILES string = O=CNCO.O.O
Net charge = 0
Orbital gap = 11.04 eV
Electronic energy = -437.30259 Ha
Lowest unoccupied orbital energy = 0.624 eV
ΔE to the lowest compared entry with this formula, charge and spin = 28.13 kcal/mol